{"formula": "C30H43N5STi", "method": "ωB97M-V/def2-TZVPD", "symbols": ["Ti", "C", "C", "C", "C", "C", "C", "C", "C", "C", "C", "N", "C", "C", "C", "C", "C", "N", "H", "H", "H", "H", "H", "H", "H", "H", "H", "H", "H", "H", "H", "H", "H", "H", "H", "C", "N", "C", "S", "N", "C", "H", "H", "H", "H", "H", "H", "H", "H", "C", "C", "C", "C", "C", "C", "C", "C", "N", "C", "C", "C", "C", "H", "H", "H", "H", "H", "H", "H", "H", "H", "H", "H", "H", "H", "H", "H", "H", "H", "H"], "coordinates": [[0.18, 0.73, 0.12], [-0.05, -0.71, -3.49], [0.71, -0.35, -2.22], [2.21, -0.50, -2.24], [2.91, -0.75, -3.41], [4.29, -0.76, -3.39], [4.97, -0.46, -2.22], [4.30, -0.21, -1.02], [5.12, 0.19, 0.18], [5.91, -0.97, 0.79], [2.90, -0.29, -1.05], [2.08, -0.10, 0.11], [2.42, -0.63, 1.26], [1.54, -0.49, 2.33], [1.54, -0.85, 3.68], [0.34, -0.39, 4.22], [-0.35, 0.25, 3.19], [0.36, 0.19, 2.04], [-1.12, -0.56, -3.35], [0.13, -1.75, -3.75], [0.27, -0.09, -4.32], [0.29, -0.97, -1.40], [0.48, 0.73, -2.03], [2.38, -0.93, -4.34], [4.85, -0.95, -4.30], [6.05, -0.41, -2.23], [4.51, 0.68, 0.94], [5.83, 0.95, -0.16], [5.27, -1.78, 1.14], [6.51, -0.62, 1.63], [6.59, -1.40, 0.05], [3.34, -1.20, 1.37], [2.33, -1.38, 4.20], [0.01, -0.49, 5.24], [-1.31, 0.74, 3.23], [-4.09, -0.56, -2.57], [-3.31, -1.62, -1.92], [-2.40, -1.43, -0.97], [-2.17, 0.19, -0.39], [-1.76, -2.49, -0.49], [-0.92, -2.52, 0.70], [-4.66, -1.03, -3.37], [-3.43, 0.19, -3.00], [-4.77, -0.09, -1.87], [-3.55, -2.57, -2.17], [-1.97, -3.39, -0.91], [0.09, -2.16, 0.49], [-0.84, -3.55, 1.04], [-1.36, -1.92, 1.50], [-0.17, 4.05, 4.53], [-0.73, 3.71, 3.17], [-2.09, 3.87, 2.91], [-2.66, 3.59, 1.67], [-4.13, 3.79, 1.42], [-1.82, 3.12, 0.66], [-0.46, 2.93, 0.90], [0.08, 3.23, 2.16], [0.41, 2.49, -0.17], [1.05, 3.53, -1.06], [1.44, 4.75, -0.24], [0.03, 3.91, -2.13], [2.30, 2.92, -1.69], [-0.76, 3.57, 5.32], [-0.21, 5.12, 4.70], [0.86, 3.73, 4.63], [-2.73, 4.24, 3.70], [-4.40, 4.83, 1.60], [-4.72, 3.18, 2.10], [-4.40, 3.54, 0.40], [-2.22, 2.94, -0.33], [1.14, 3.07, 2.33], [0.58, 5.23, 0.22], [1.91, 5.47, -0.91], [2.16, 4.50, 0.54], [-0.85, 4.37, -1.69], [-0.28, 3.03, -2.71], [0.48, 4.62, -2.82], [2.99, 2.57, -0.92], [2.80, 3.68, -2.28], [2.07, 2.09, -2.36]], "lowdin_charge": [0.917, -0.049, -0.247, -0.182, -0.013, -0.030, -0.008, -0.159, -0.203, -0.073, -0.181, -0.010, -0.017, -0.295, 0.030, -0.026, -0.106, -0.087, 0.057, 0.102, 0.097, 0.067, 0.076, 0.116, 0.121, 0.130, 0.101, 0.125, 0.068, 0.086, 0.083, 0.133, 0.127, 0.115, 0.128, -0.067, -0.019, -0.699, 0.804, -0.006, -0.050, 0.103, 0.075, 0.092, 0.160, 0.159, 0.066, 0.111, 0.082, -0.022, -0.240, 0.039, -0.232, -0.023, -0.045, -0.351, -0.008, -0.074, -0.570, -0.017, -0.012, -0.015, 0.091, 0.097, 0.084, 0.142, 0.097, 0.093, 0.081, 0.094, 0.136, 0.096, 0.105, 0.095, 0.087, 0.085, 0.104, 0.092, 0.108, 0.076], "homo_lumo_gap_ev": 6.819, "e_lumo_ha": -0.249, "fmax_ev_per_a": 0.352, "homo_ha": -0.4995, "de_lowest_kj_mol": 0.0, "energy_ha": -2689.98535, "total_charge": 2}